No. 1
{"formula": "C48H40LuN3O2PSeTe", "method": "wB97M-V/def2-TZVPD", "elements": ["Lu", "N", "C", "C", "C", "C", "C", "C", "P", "C", "C", "C", "C", "C", "C", "C", "C", "C", "C", "C", "C", "H", "H", "H", "H", "H", "H", "H", "H", "H", "H", "H", "H", "H", "H", "H", "H", "C", "C", "C", "C", "C", "O", "C", "C", "C", "C", "C", "C", "C", "O", "C", "C", "C", "N", "C", "C", "Te", "C", "C", "C", "C", "C", "C", "C", "C", "C", "C", "C", "C", "H", "H", "H", "H", "H", "H", "H", "H", "H", "H", "H", "H", "H", "H", "H", "H", "H", "H", "H", "H", "H", "H", "H", "H", "Se", "C", "N"], "coordinates": [[0.518, 1.676, -0.342], [-1.973, 1.461, -1.058], [-3.200, 1.172, -0.304], [-4.299, 0.485, -0.843], [-5.475, 0.333, -0.133], [-5.606, 0.789, 1.157], [-4.511, 1.421, 1.736], [-3.297, 1.606, 1.026], [-1.799, 2.156, 1.883], [-2.312, 3.710, 2.657], [-3.561, 4.388, 2.512], [-3.837, 5.502, 3.245], [-2.900, 6.067, 4.061], [-1.659, 5.487, 4.200], [-1.352, 4.323, 3.495], [-1.531, 0.979, 3.217], [-0.784, -0.134, 3.019], [-0.502, -0.995, 4.116], [-0.909, -0.593, 5.350], [-1.725, 0.507, 5.526], [-2.099, 1.263, 4.434], [-2.127, 2.387, -1.538], [-1.828, 0.747, -1.837], [-4.282, 0.140, -1.910], [-6.331, -0.070, -0.609], [-6.525, 0.777, 1.702], [-4.530, 1.752, 2.791], [-4.272, 3.921, 1.800], [-4.818, 6.020, 3.124], [-3.189, 7.021, 4.526], [-0.897, 5.794, 4.919], [-0.364, 3.926, 3.551], [-0.497, -0.426, 2.053], [0.210, -1.819, 3.980], [-0.671, -1.237, 6.209], [-2.141, 0.722, 6.525], [-2.846, 2.064, 4.468], [5.839, -2.535, -0.563], [4.588, -1.696, -0.555], [4.397, -0.811, 0.538], [3.532, 0.300, 0.340], [3.040, 1.177, 1.434], [1.819, 1.549, 1.404], [3.965, 1.762, 2.462], [3.514, 2.084, 3.746], [4.301, 2.923, 4.574], [5.556, 3.458, 4.153], [6.050, 3.092, 2.863], [5.273, 2.192, 2.064], [2.771, 0.407, -0.891], [2.314, 1.550, -1.344], [2.589, -0.793, -1.638], [3.611, -1.779, -1.518], [1.260, -0.875, -2.228], [0.197, -0.431, -1.534], [-0.529, -1.281, -0.615], [-1.475, -2.283, -1.352], [-1.018, -4.409, -0.958], [-1.691, -5.080, -2.912], [-2.896, -5.765, -3.116], [-3.196, -6.371, -4.378], [-2.270, -6.272, -5.402], [-1.107, -5.526, -5.179], [-0.764, -4.999, -3.935], [1.175, -1.345, -3.644], [2.363, -1.718, -4.352], [2.189, -2.576, -5.461], [0.912, -2.763, -5.995], [-0.160, -1.946, -5.531], [-0.045, -1.345, -4.284], [6.175, -2.777, -1.596], [5.740, -3.539, -0.099], [6.696, -1.997, -0.083], [4.964, -0.900, 1.395], [2.556, 1.700, 4.086], [3.936, 3.184, 5.597], [6.145, 4.054, 4.790], [7.040, 3.419, 2.488], [5.614, 1.939, 1.080], [3.631, -2.660, -2.158], [-1.108, -0.599, 0.022], [0.158, -1.808, 0.031], [-1.274, -2.256, -2.405], [-2.526, -2.079, -1.203], [-3.632, -5.820, -2.338], [-4.169, -6.874, -4.521], [-2.350, -6.771, -6.395], [-0.373, -5.328, -5.945], [0.131, -4.433, -3.741], [3.359, -1.579, -3.961], [3.049, -3.040, -5.919], [0.741, -3.466, -6.808], [-1.145, -2.011, -6.028], [-0.859, -0.844, -3.819], [-0.462, 5.386, -3.700], [-0.224, 4.336, -2.276], [0.000, 3.551, -1.397]], "forces_ev_per_angstrom": [[-2.567, 0.669, -0.512], [-0.659, -0.318, -1.601], [-0.176, -0.294, 0.306], [0.569, 0.163, -1.514], [0.226, 0.173, -0.090], [1.033, 1.082, 0.573], [0.822, -0.113, 0.268], [-0.616, -0.669, 0.145], [0.562, 0.490, -1.522], [0.011, 1.473, 0.779], [0.790, -2.743, -1.090], [-1.794, 1.041, -0.809], [0.052, 1.312, 0.854], [0.857, -0.909, 0.323], [-1.288, 0.209, -0.577], [-1.085, 1.074, -0.563], [0.402, -1.676, 1.781], [1.057, 0.856, -1.885], [-0.040, -1.072, 1.491], [-1.067, 0.383, 0.866], [-0.369, 0.253, 1.014], [0.424, -1.118, 0.553], [-0.442, 1.172, 1.200], [0.125, 0.355, 1.111], [-0.558, -0.576, -0.492], [-0.449, -0.355, 0.107], [-0.191, -0.208, -0.726], [0.257, 0.686, 0.677], [0.897, -0.581, 0.066], [0.471, -0.615, 0.130], [-0.339, 0.540, -0.330], [0.537, -0.400, 0.248], [0.718, -0.196, -1.192], [-0.685, 0.123, 0.070], [-0.012, 0.480, -0.287], [0.302, -0.087, -0.614], [0.543, -0.199, 0.478], [0.854, -0.895, -0.314], [0.700, 0.322, 1.634], [-1.578, 1.502, -3.477], [-0.656, -0.494, 0.488], [0.386, 0.662, -0.375], [1.571, -0.506, 0.707], [0.709, 0.182, -0.293], [0.658, 0.981, 0.420], [0.256, 0.078, 0.175], [-1.403, -2.096, -2.141], [-1.067, -1.098, 0.376], [-0.510, 1.064, 1.059], [1.362, -0.298, 0.230], [0.260, -0.912, 0.637], [0.505, -0.107, 1.081], [-0.916, 0.299, -0.536], [0.032, 0.015, -1.838], [1.257, 0.555, -0.780], [-0.906, -0.382, -0.258], [0.644, -0.402, 0.643], [-0.706, 0.491, -0.627], [-0.177, -0.603, 1.043], [0.006, -0.146, -1.242], [-0.144, 0.408, 1.084], [0.778, 0.087, -0.710], [0.722, 0.126, 0.322], [-1.052, 0.175, -0.399], [1.700, 0.905, 1.227], [-1.391, -1.794, -0.205], [-0.199, 0.986, 0.537], [-0.597, 1.254, 0.138], [-0.183, -1.591, 0.020], [0.050, -0.363, -1.433], [-0.324, 0.389, 0.494], [-0.087, 0.649, 0.074], [-0.831, -0.479, -0.293], [1.120, -0.150, 1.794], [0.102, 0.195, 0.008], [0.313, -0.329, -1.035], [0.433, 0.742, 0.691], [-0.835, -0.150, 0.367], [0.193, -0.119, -0.363], [-0.202, 0.236, 0.041], [-0.235, -0.360, 0.013], [0.345, -0.344, 0.415], [0.034, 0.157, -0.418], [-0.222, 0.002, 0.248], [-0.167, -0.066, 0.329], [0.741, 0.224, 0.154], [-0.397, 0.518, 0.978], [-0.122, -0.437, -0.434], [0.383, -0.091, -0.350], [-0.132, 0.259, 0.032], [0.044, -0.071, -0.016], [0.130, 0.327, 0.047], [0.740, 0.162, 0.278], [-0.580, 0.216, 0.218], [-0.008, -0.563, 1.019], [0.562, -0.895, 0.306], [-0.284, 1.174, -1.031]], "lowdin_charge": [1.650, -0.041, -0.303, -0.032, -0.073, -0.059, -0.074, -0.314, 1.062, -0.362, -0.079, -0.101, -0.089, -0.069, -0.102, -0.400, -0.097, -0.058, -0.099, -0.061, -0.092, 0.105, 0.100, 0.132, 0.103, 0.108, 0.114, 0.106, 0.130, 0.121, 0.113, 0.094, 0.052, 0.116, 0.119, 0.122, 0.112, -0.050, -0.259, 0.069, -0.057, -0.204, -0.140, -0.145, -0.019, -0.048, -0.038, -0.035, 0.002, -0.338, -0.174, -0.076, 0.033, -0.125, -0.116, -0.339, -0.442, 1.224, -0.537, -0.120, -0.071, -0.082, -0.091, -0.174, -0.135, 0.022, -0.043, -0.061, -0.034, -0.043, 0.089, 0.091, 0.095, 0.107, 0.116, 0.118, 0.089, 0.116, 0.105, 0.133, 0.062, 0.082, -0.005, 0.034, 0.084, 0.114, 0.122, 0.085, 0.071, 0.104, 0.110, 0.109, 0.126, 0.101, 0.537, -0.939, -0.161], "total_charge": 1, "orbital_gap_ev": 5.7, "de_lowest_kcal_mol": 51.3, "e_lumo_ev": -4.08}

No. 2
{"formula": "C48H41BClCsF5N10O3S2", "method": "wB97M-V/def2-TZVPD", "elements": ["Cs", "C", "C", "C", "C", "N", "N", "B", "N", "C", "C", "C", "C", "N", "N", "C", "C", "C", "C", "N", "N", "C", "C", "C", "C", "N", "H", "H", "H", "H", "H", "H", "H", "H", "H", "H", "H", "H", "H", "H", "H", "H", "H", "H", "H", "H", "C", "C", "C", "C", "C", "C", "C", "C", "C", "S", "C", "N", "H", "H", "H", "H", "H", "H", "H", "H", "C", "C", "C", "C", "Cl", "C", "C", "C", "O", "C", "C", "O", "O", "H", "H", "H", "H", "H", "H", "H", "H", "F", "C", "C", "F", "C", "F", "C", "S", "C", "F", "C", "F", "N", "C", "C", "C", "C", "C", "C", "C", "H", "H", "H", "H", "H"], "coordinates": [[-1.067, 0.783, 0.039], [-3.128, -2.526, 1.349], [-1.736, -2.899, 1.719], [-1.308, -3.698, 2.796], [0.066, -3.651, 2.733], [0.407, -2.896, 1.671], [-0.688, -2.438, 1.061], [1.823, -2.470, 1.280], [2.138, -1.159, 1.995], [3.339, -0.579, 2.160], [3.139, 0.651, 2.743], [1.745, 0.747, 2.894], [0.970, 1.888, 3.467], [1.169, -0.357, 2.448], [1.903, -2.263, -0.250], [2.646, -2.939, -1.146], [2.307, -2.496, -2.405], [1.318, -1.524, -2.181], [0.543, -0.740, -3.185], [1.114, -1.391, -0.881], [2.810, -3.593, 1.659], [2.629, -4.893, 1.355], [3.734, -5.594, 1.785], [4.565, -4.613, 2.349], [5.904, -4.810, 2.981], [3.990, -3.422, 2.259], [-3.848, -3.201, 1.806], [-3.250, -2.538, 0.269], [-3.352, -1.513, 1.683], [-1.914, -4.224, 3.511], [0.808, -4.094, 3.371], [4.239, -1.094, 1.896], [3.880, 1.380, 3.011], [1.498, 2.295, 4.331], [-0.027, 1.567, 3.762], [0.855, 2.682, 2.726], [3.368, -3.679, -0.864], [2.702, -2.838, -3.342], [0.769, -1.087, -4.193], [0.783, 0.320, -3.114], [-0.522, -0.864, -2.989], [1.748, -5.227, 0.842], [3.920, -6.650, 1.717], [6.353, -5.740, 2.632], [5.806, -4.863, 4.066], [6.565, -3.980, 2.740], [-1.644, -0.846, 4.557], [-2.482, 0.385, 4.672], [-2.622, 1.063, 5.903], [-3.378, 2.199, 5.961], [-4.019, 2.671, 4.798], [-4.814, 3.831, 4.781], [-5.421, 4.222, 3.613], [-5.276, 3.476, 2.449], [-4.504, 2.321, 2.414], [-4.414, 1.410, 0.973], [-3.839, 1.907, 3.610], [-3.078, 0.805, 3.584], [-1.809, -1.522, 5.394], [-0.585, -0.593, 4.523], [-1.885, -1.345, 3.627], [-2.127, 0.685, 6.787], [-3.503, 2.750, 6.887], [-4.936, 4.395, 5.696], [-6.030, 5.116, 3.592], [-5.776, 3.781, 1.541], [4.372, 0.208, -1.285], [4.939, 1.524, -1.707], [5.924, 1.623, -2.671], [6.379, 2.871, -3.071], [7.572, 2.970, -4.333], [5.873, 4.035, -2.529], [4.904, 3.947, -1.544], [4.433, 2.704, -1.122], [3.518, 2.511, -0.161], [2.987, 3.616, 0.525], [1.958, 4.469, -0.390], [2.191, 5.677, -0.406], [1.091, 3.791, -0.931], [4.627, -0.576, -1.994], [3.288, 0.282, -1.212], [4.732, -0.075, -0.296], [6.334, 0.731, -3.124], [6.208, 5.002, -2.876], [4.490, 4.856, -1.141], [3.782, 4.268, 0.905], [2.418, 3.195, 1.354], [-9.217, -2.817, -3.226], [-8.003, -2.320, -2.881], [-7.092, -1.931, -3.858], [-7.425, -2.050, -5.164], [-5.857, -1.439, -3.497], [-5.000, -1.081, -4.477], [-5.438, -1.315, -2.152], [-3.881, -0.776, -1.782], [-6.398, -1.708, -1.188], [-6.098, -1.630, 0.119], [-7.639, -2.197, -1.542], [-8.522, -2.579, -0.591], [-2.147, 2.174, -2.938], [-1.667, 2.140, -3.976], [-1.122, 2.121, -5.286], [-1.259, 0.985, -6.084], [-0.785, 1.004, -7.383], [-0.180, 2.142, -7.894], [-0.022, 3.261, -7.091], [-0.485, 3.256, -5.789], [-1.739, 0.108, -5.675], [-0.892, 0.128, -8.006], [0.175, 2.156, -8.916], [0.464, 4.142, -7.485], [-0.361, 4.118, -5.149]], "forces_ev_per_angstrom": [[0.286, -0.242, -0.060], [0.154, -0.020, -0.137], [0.136, -0.342, 0.263], [0.172, -0.067, 0.033], [-0.147, -0.137, 0.190], [0.164, -0.555, 0.364], [-0.532, 0.546, -0.581], [-0.281, 0.456, -0.245], [0.618, -0.040, 0.144], [0.152, 0.390, 0.124], [0.101, -0.059, -0.064], [0.348, -0.191, 0.071], [-0.013, -0.115, -0.175], [-1.077, 0.351, 0.085], [0.408, -0.300, -0.109], [0.107, -0.092, -0.366], [-0.058, -0.119, 0.091], [0.373, -0.279, 0.089], [0.004, 0.049, 0.262], [-0.625, 0.756, -0.091], [-0.328, -0.484, -0.118], [0.021, -0.254, -0.027], [-0.123, 0.052, -0.030], [-0.206, 0.004, -0.193], [-0.132, 0.131, 0.082], [0.759, 0.311, 0.401], [-0.072, -0.072, 0.029], [-0.133, 0.048, -0.050], [-0.120, 0.133, 0.010], [-0.072, -0.049, 0.104], [0.136, -0.068, 0.028], [0.124, -0.041, -0.086], [0.130, 0.095, 0.001], [-0.125, 0.084, -0.006], [-0.053, -0.016, 0.084], [-0.009, 0.100, 0.078], [0.099, -0.136, 0.193], [0.079, -0.040, -0.166], [-0.044, 0.037, -0.028], [0.012, 0.141, -0.086], [-0.154, 0.033, -0.158], [-0.212, -0.020, -0.040], [-0.027, -0.113, -0.068], [0.034, 0.019, 0.005], [0.095, -0.015, 0.046], [0.058, 0.017, 0.012], [-0.097, 0.105, -0.024], [0.027, -0.096, -0.013], [-0.196, 0.439, 0.267], [0.163, -0.198, 0.089], [0.201, -0.423, -0.293], [-0.129, 0.060, -0.211], [-0.086, 0.399, 0.364], [-0.073, -0.057, -0.093], [-0.213, -0.098, -0.420], [-0.072, 0.040, -0.178], [-0.028, 0.486, 0.678], [0.214, -0.350, -0.237], [-0.013, -0.056, 0.093], [0.130, -0.007, -0.026], [0.087, -0.077, 0.001], [0.056, -0.056, 0.023], [0.040, -0.030, 0.019], [-0.023, 0.062, 0.025], [-0.017, 0.039, 0.020], [-0.023, -0.017, -0.045], [-0.020, -0.014, 0.016], [-0.121, 0.207, 0.091], [-0.048, 0.197, 0.020], [-0.143, 0.127, 0.064], [0.362, 0.009, -0.304], [0.113, -0.287, -0.095], [-0.308, -0.015, 0.246], [0.254, -0.059, -0.161], [0.285, -0.685, -0.106], [-0.872, 1.030, -0.411], [1.537, -0.929, 1.218], [0.022, 1.273, -0.101], [-1.080, -0.706, -0.605], [0.037, -0.069, -0.023], [-0.044, -0.111, 0.036], [-0.012, -0.029, 0.067], [-0.025, -0.049, -0.038], [0.052, -0.011, -0.018], [-0.189, 0.111, 0.132], [-0.007, -0.061, -0.039], [0.132, -0.021, 0.007], [0.203, 0.107, 0.075], [0.168, 0.057, 0.063], [-0.208, -0.087, 0.006], [-0.019, 0.007, 0.210], [0.178, 0.057, 0.282], [-0.392, -0.165, 0.099], [-0.698, -0.324, -0.218], [0.811, 0.352, 0.243], [0.208, 0.095, -0.549], [-0.084, -0.020, -0.055], [-0.206, -0.087, -0.213], [0.088, 0.049, -0.098], [-0.093, 0.039, 0.591], [-0.083, -0.004, 0.195], [0.296, -0.018, -0.770], [-0.031, 0.091, 0.134], [0.007, -0.060, -0.069], [0.017, 0.004, 0.039], [0.024, 0.049, -0.048], [-0.070, -0.067, 0.118], [-0.058, -0.052, 0.024], [-0.030, -0.080, -0.014], [0.028, -0.021, -0.029], [0.043, 0.064, 0.007], [0.007, 0.055, 0.037]], "lowdin_charge": [0.662, -0.055, -0.381, -0.058, -0.088, -0.008, 0.105, -0.674, 0.015, -0.087, -0.032, -0.375, -0.033, 0.100, 0.012, -0.087, -0.045, -0.373, -0.042, 0.057, -0.008, -0.109, -0.041, -0.371, -0.053, 0.122, 0.076, 0.024, 0.043, 0.090, 0.115, 0.095, 0.096, 0.078, 0.051, 0.065, 0.108, 0.087, 0.073, 0.075, 0.062, 0.126, 0.086, 0.065, 0.067, 0.069, -0.012, -0.313, -0.016, -0.016, -0.162, -0.033, -0.085, -0.110, -0.625, 0.731, -0.240, 0.156, 0.085, 0.075, 0.053, 0.109, 0.111, 0.108, 0.100, 0.098, -0.019, -0.180, -0.082, -0.696, 0.596, -0.120, 0.008, -0.220, -0.039, -0.103, -0.743, -0.057, -0.049, 0.075, 0.082, 0.080, 0.104, 0.098, 0.103, 0.113, 0.088, 0.064, -0.158, -0.160, 0.075, -0.260, 0.037, -0.646, 0.512, -0.245, 0.053, -0.158, 0.077, 0.184, -0.171, -0.219, -0.020, -0.081, -0.093, -0.083, -0.016, 0.124, 0.101, 0.097, 0.101, 0.125], "spin_multiplicity": 2, "total_charge": -2, "orbital_gap_ev": [5.8, 4.1], "de_lowest_kcal_mol": 34.9, "e_lumo_ev": [3.41, 1.67]}